Formula: C97H215N13O13
Source: OMol25
Level of theory: ωB97M-V/def2-TZVPD

Geometry as XYZ:
```
338
C97H215N13O13, DFT ωB97M-V/def2-TZVPD
O 0.853 -7.605 5.568
O 1.601 5.531 -0.441
O 4.369 -0.256 -1.472
O 0.968 4.451 4.168
O -4.642 0.924 -3.321
O -2.868 2.868 -3.836
O 4.835 -7.412 -3.272
O -4.535 -3.626 -1.968
O 6.424 -0.314 0.366
O -6.374 4.214 -3.510
O -4.954 -1.382 2.729
O 0.725 -0.948 8.040
O -0.355 1.502 1.141
N 1.082 -6.691 4.539
N 4.395 -6.340 -2.544
N 1.624 6.968 -0.557
N -3.776 -4.790 -1.673
N -7.034 4.704 -2.329
N -4.390 -0.666 3.797
N 1.535 -1.621 0.162
N 0.030 6.052 2.005
N -2.367 2.719 -5.190
N 1.684 1.823 6.062
N -4.536 -1.264 -0.246
N 7.025 -1.419 1.015
N 4.820 0.751 -2.394
C 4.934 -1.761 2.321
C 1.180 -5.363 5.142
C -4.392 -0.005 -1.083
C 1.712 -4.541 3.976
C 2.235 -7.631 -2.464
C 6.676 -0.327 3.248
C 4.049 -5.271 -3.515
C -0.628 6.884 -1.411
C -4.428 -5.629 -0.573
C -1.340 -6.909 3.488
C 5.250 -0.957 -4.058
C 1.641 0.457 6.407
C -2.142 5.208 -5.284
C -3.539 -2.751 4.753
C 2.896 -0.321 5.953
C 2.209 -5.365 6.268
C 4.714 3.148 -3.018
C -1.934 3.648 -7.338
C -5.100 0.576 -4.638
C 5.091 2.397 -0.668
C 7.965 -3.591 0.859
C 1.379 0.318 7.896
C 4.041 6.723 -1.292
C -1.103 0.665 -4.471
C 5.288 -4.699 -4.238
C -9.138 3.819 -3.096
C -2.366 5.879 2.793
C -0.085 3.006 -4.072
C 4.003 -7.922 -0.703
C 1.100 6.601 -3.044
C 2.897 -0.063 -3.869
C -8.712 4.234 -0.620
C 2.828 2.228 -1.665
C -2.118 -6.812 -0.530
C 0.714 8.821 -1.797
C 7.252 -3.954 2.184
C -0.157 -4.791 5.620
C 0.242 -6.971 3.374
C -0.473 4.684 4.041
C -0.956 2.142 -5.020
C -3.728 -6.955 -0.593
C -4.313 -5.001 0.828
C 4.432 0.346 -3.796
C -4.901 -0.251 -2.493
C -2.292 -4.579 -1.792
C 0.682 -0.744 1.014
C 0.333 -1.228 9.407
C -2.562 -0.663 5.344
C 0.649 -8.370 2.974
C 0.467 0.662 0.380
C 2.880 9.024 -0.723
C 7.222 -2.707 3.010
C 0.790 7.361 -1.729
C -2.085 -3.873 -3.134
C 3.302 -6.864 -1.671
C 1.491 5.297 5.187
C -4.142 4.014 -6.042
C -3.139 -1.384 4.183
C 7.154 -2.562 0.085
C -2.592 3.919 -5.969
C 2.120 9.385 -2.019
C -2.216 -1.554 3.002
C -8.070 3.739 -1.974
C -0.824 5.914 3.183
C 0.782 -6.103 2.245
C -3.692 1.396 4.827
C -5.861 -5.881 -0.973
C -4.983 4.102 -0.984
C 2.313 -4.422 -1.775
C 4.320 2.139 -1.993
C 7.883 -2.121 -1.225
C -1.702 -3.693 -0.647
C -4.483 0.775 3.651
C -7.680 4.658 0.523
C -6.791 5.677 -0.131
C 2.716 -5.648 -0.872
C -0.327 1.957 -6.421
C -2.949 0.379 -1.079
C 0.976 -4.645 2.694
C 2.980 7.448 -0.398
C -5.412 6.369 -2.126
C -1.623 -5.974 -1.712
C -0.467 2.766 0.573
C 4.920 1.434 -4.824
C -2.371 0.781 5.127
C 3.465 7.159 1.008
C 4.337 2.819 -4.457
C -7.546 2.267 -1.802
C 1.181 -0.721 2.417
C -5.963 1.145 3.616
C -6.037 5.196 -1.351
C 3.469 -4.098 -2.680
C -0.522 3.194 -7.284
C -3.931 1.258 2.307
C 5.829 -3.204 -0.442
C 6.445 -1.558 2.323
C 3.056 -5.754 -4.573
H 2.569 3.067 -0.991
H 1.785 -8.350 3.012
H -0.600 -5.782 -1.550
H 4.187 5.663 -1.091
H -4.684 6.883 -1.528
H -4.372 1.368 5.684
H -5.405 3.364 -0.210
H -5.908 -6.086 -2.073
H 6.241 -4.182 1.914
H 4.493 1.094 -5.778
H 2.293 -4.319 6.529
H -0.818 -4.488 4.788
H -2.215 -2.817 -2.983
H 2.298 2.497 -2.541
H 1.843 -3.459 4.228
H 4.253 -3.732 -2.099
H 4.922 1.673 0.150
H -4.708 1.021 1.556
H 8.257 -2.348 3.206
H 7.091 0.347 0.270
H 3.163 -3.305 -3.359
H -2.378 -0.305 -1.740
H -2.581 0.316 -0.086
H 4.234 -8.746 -1.348
H 1.626 -4.114 1.963
H -0.045 -3.925 6.315
H 4.038 6.235 1.129
H 6.208 0.555 2.836
H -1.781 -6.390 0.408
H -4.845 -5.498 1.650
H 2.590 7.120 1.674
H 3.953 6.840 -2.379
H -1.715 0.904 4.272
H 4.918 3.410 -0.265
H 5.087 7.051 -1.061
H 3.253 2.867 -4.628
H 4.545 -1.935 3.371
H -6.178 3.256 -3.280
H 0.471 2.301 -3.400
H 2.276 0.774 -4.182
H 2.068 -5.932 -4.189
H 0.309 6.587 -3.783
H 4.837 -7.529 -0.163
H -0.331 -1.109 0.927
H -1.354 2.786 -0.030
H 2.666 -0.934 -4.419
H -9.241 5.094 -1.052
H 6.758 -2.771 4.029
H 5.791 -7.385 -3.180
H 1.884 -5.881 -0.178
H 0.241 -9.160 3.539
H -6.039 6.048 0.601
H -1.336 7.157 -2.216
H -4.518 4.730 -6.723
H 0.993 6.072 2.360
H -1.634 -4.243 0.251
H 0.799 -0.126 5.977
H -0.098 3.110 -8.287
H -5.720 -1.786 3.050
H 4.986 -4.011 -5.030
H -3.287 -0.715 6.163
H 5.163 -3.578 0.273
H -0.738 1.008 -6.870
H -10.008 3.115 -3.094
H -2.887 0.957 2.123
H 0.748 2.224 6.030
H 0.307 9.275 -0.876
H 1.624 -8.136 5.655
H 3.143 -5.766 5.911
H -2.583 6.870 2.336
H 4.133 7.910 1.327
H 1.137 5.593 -2.762
H -4.279 -1.072 0.681
H -4.529 -2.994 -1.211
H -8.413 1.618 -1.587
H -5.502 -1.559 -0.227
H -0.136 6.961 1.539
H -4.360 -1.106 -2.946
H -2.484 2.822 -7.779
H 2.431 4.810 5.517
H 0.758 1.672 -6.413
H -0.851 4.804 4.986
H 7.686 -0.124 3.490
H 2.780 -4.851 3.878
H 5.153 -0.416 -0.954
H -4.576 3.094 -6.361
H 0.110 9.117 -2.685
H 3.049 -4.991 -5.358
H -4.692 -0.425 -4.814
H 0.764 5.466 5.991
H 2.318 0.380 8.520
H 0.147 -6.268 1.330
H 0.790 0.197 2.810
H 3.801 0.345 6.082
H -4.948 0.802 -0.604
H 2.848 -0.480 4.860
H -8.365 5.061 1.298
H -0.763 -5.549 6.125
H 3.434 -6.713 -4.998
H -4.669 3.539 -1.833
H 0.079 4.029 -6.908
H 1.028 5.457 0.334
H -0.488 -0.508 9.663
H 2.587 8.925 -2.889
H 6.086 -3.989 -1.181
H -1.874 -7.522 2.763
H -0.738 -3.400 -1.004
H -0.020 -4.161 2.779
H -1.096 5.422 -5.235
H 5.835 3.147 -3.000
H -1.769 -5.960 3.265
H 2.231 -0.668 2.434
H -0.687 3.616 -3.412
H -1.863 0.050 -5.016
H -2.452 5.210 -4.256
H -1.581 -1.167 5.699
H 0.017 0.549 -0.662
H -0.572 3.499 1.396
H -1.826 -0.588 2.693
H -2.791 -1.952 2.147
H 0.432 3.026 -0.002
H 1.763 -6.454 1.924
H 0.651 1.064 8.183
H -1.071 -4.032 -3.485
H -6.207 0.648 -4.604
H 4.503 -0.845 1.966
H -0.702 6.802 3.849
H -2.615 -3.209 5.153
H 1.446 1.082 0.222
H -6.280 -6.790 -0.518
H -6.201 7.161 -2.388
H 0.992 -1.759 -0.680
H 8.897 -1.759 -0.980
H 0.358 -8.622 1.956
H 4.933 -1.751 -3.407
H -7.179 3.816 1.010
H 2.163 10.466 -2.166
H 6.008 1.459 -4.858
H 0.662 3.633 -4.577
H 7.927 -3.069 -1.763
H -3.589 2.507 4.572
H -2.572 6.054 -5.802
H -6.422 -4.961 -0.750
H 2.591 -8.139 -3.392
H -0.880 3.804 3.541
H 4.656 -2.607 1.707
H -1.875 1.289 6.021
H -6.127 2.191 3.367
H -4.708 1.300 -5.347
H 5.079 -1.350 -5.081
H -6.449 0.574 2.830
H -3.989 -7.474 0.329
H 7.403 -1.342 -1.778
H -4.082 4.569 -0.476
H 1.396 -4.712 -2.281
H -2.630 5.183 2.021
H 0.793 -1.581 2.943
H 1.065 -0.983 10.235
H 2.051 -3.470 -1.257
H -3.268 -4.930 1.175
H 2.086 6.830 -3.382
H 2.069 1.998 5.177
H -3.493 2.204 -3.681
H -0.026 -2.266 9.505
H 7.621 -4.786 2.758
H -0.165 0.201 -4.663
H -4.583 4.224 -5.100
H -2.773 1.384 -1.399
H -9.430 3.466 -0.423
H 1.433 -6.889 -2.699
H 1.794 -8.407 -1.875
H 1.673 6.278 4.739
H 5.316 -2.457 -1.049
H 3.520 -5.312 -0.234
H 5.949 -5.422 -4.751
H -4.175 -2.683 5.623
H 4.782 3.575 -5.062
H 6.200 -0.595 4.164
H 1.744 -5.945 7.093
H -1.895 4.517 -7.983
H -2.707 -4.172 -3.908
H -4.629 -3.975 0.823
H -1.809 -6.522 -2.629
H 2.424 1.304 -1.256
H -6.002 -0.461 -2.622
H -1.669 -7.199 4.472
H -6.433 0.894 4.563
H -3.960 -7.578 -1.395
H 6.155 2.348 -0.879
H -5.016 6.040 -3.137
H -9.515 4.850 -3.037
H -7.482 6.478 -0.459
H 2.998 -1.307 6.429
H 4.286 4.062 -2.724
H 2.424 -1.225 -0.095
H 3.246 -8.314 0.004
H -6.689 2.213 -1.143
H -8.561 3.575 -3.981
H -0.974 7.475 -0.503
H -3.942 -3.335 3.935
H -4.041 2.323 2.431
H -7.092 1.876 -2.785
H 3.857 9.486 -0.725
H 6.329 -0.707 -4.028
H 8.906 -3.122 1.140
H -1.830 -7.879 -0.562
H 8.243 -4.551 0.397
H -1.354 -2.195 3.156
H 5.895 -4.189 -3.522
H -1.295 0.654 -3.384
H 2.614 -0.368 -2.839
H 2.282 9.507 0.073
H -2.922 5.802 3.718
H -0.702 5.840 -1.170
H -2.205 -2.755 -0.476
```

- ΔE to the lowest compared entry with this formula, charge and spin: 0.884 eV
- F_max: 4.0 eV Å⁻¹
- M: 1771.86 g/mol
- E_LUMO: 0.4 eV
- DFT total energy: -150050.2210 eV